Formula: C42H70BBrCaClN8O5P
Source: the Open Molecules 2025 dataset
Level of theory: ωB97M-V/def2-TZVPD

Output
Total charge ... 0

Element x y z (Å)
C1 -4.222 -1.380 0.576
C2 1.667 -3.478 0.409
H1 -2.211 -5.064 -2.882
H2 -3.223 6.255 -4.319
N1 2.069 0.068 1.110
H3 4.090 -2.893 -0.847
C3 -2.510 2.226 -3.107
H4 -2.008 -2.707 -3.292
C4 -1.933 3.281 0.664
H5 -1.246 5.487 -5.479
O1 -1.644 1.541 -2.624
H6 3.324 -2.069 5.864
H7 5.001 1.070 4.203
H8 3.317 1.482 3.853
H9 2.281 -0.024 -5.366
H10 3.398 -4.401 -1.425
O2 -2.767 4.019 0.149
H11 -3.335 2.257 3.189
N2 1.074 -2.313 0.750
C5 -2.999 0.981 5.348
O3 -3.549 1.733 -3.784
H12 -3.493 1.241 -1.130
H13 -4.024 1.317 5.514
C6 1.130 3.811 -0.974
C7 -2.119 -2.495 -2.228
C8 4.276 0.261 2.323
Cl1 0.299 2.978 2.398
H14 -0.913 4.868 1.657
C9 -4.107 0.438 -0.753
H15 0.992 -5.120 -0.875
H16 -0.443 3.706 -3.590
C10 -5.575 -1.555 0.354
H17 2.379 -1.691 2.458
H18 -2.527 3.873 -1.827
H19 -1.629 -1.534 -2.065
H20 5.673 -0.731 0.970
H21 2.812 3.462 -3.234
C11 3.899 -3.934 -0.579
H22 -2.919 1.092 1.947
H23 -4.489 1.027 2.714
C12 -2.893 0.290 3.988
C13 -0.297 -3.328 -0.605
C14 -2.519 3.726 -2.912
H24 2.905 -0.586 5.010
O4 -1.646 2.098 0.285
H25 -3.541 -0.593 4.028
H26 1.508 -3.660 3.264
H27 3.941 -0.662 2.785
H28 1.151 2.046 -2.172
H29 -0.159 -2.680 -4.426
H30 -2.721 0.330 6.176
H31 -0.874 -1.236 -5.128
C15 -1.840 4.729 -4.969
H32 1.045 -2.210 5.895
N3 -3.468 -0.436 0.044
C16 -1.544 -3.650 -1.393
Ca1 -0.846 0.137 0.298
C17 -3.250 5.215 -4.659
H33 2.871 -1.310 -2.315
H34 -2.349 1.859 5.374
C18 0.809 -4.157 -0.430
H35 -1.883 3.836 2.717
C19 3.091 3.001 -2.284
H36 -4.077 2.546 -3.997
H37 -6.129 -2.350 0.829
H38 1.043 4.558 -1.764
H39 1.835 -2.701 -2.565
H40 -2.289 -3.929 -0.643
H41 -1.016 -1.031 5.813
H42 -0.481 -4.720 -2.959
H43 6.378 -0.236 2.514
C20 -1.303 4.372 -3.586
C21 2.859 -1.674 4.960
N4 0.356 -0.954 2.870
C22 3.879 -3.389 1.838
H44 -5.886 1.098 -1.730
H45 4.828 -3.925 1.895
H46 -1.872 3.843 -5.608
H47 -3.924 5.154 -5.513
C23 1.420 -2.188 4.867
H48 3.656 3.744 -1.716
C24 -0.752 -0.884 4.780
H49 0.130 3.567 -0.628
H50 -1.120 -5.779 -1.700
H51 -4.290 4.795 -2.903
C25 3.293 0.630 1.253
H52 1.684 4.255 -0.144
H53 2.098 -4.257 4.819
C26 -3.427 1.210 2.896
H54 1.102 1.244 -4.962
C27 1.845 2.570 -1.506
H55 -7.840 -0.139 -1.313
C28 4.303 1.339 3.408
H56 3.469 -1.999 4.120
H57 -3.183 -2.353 -2.042
P1 0.860 -0.683 -3.489
C29 0.066 -1.685 -4.808
C30 2.228 1.629 -0.397
B1 1.501 -1.226 1.822
C31 -1.197 3.841 1.873
H58 2.529 1.025 -3.959
N5 -3.700 4.318 -3.570
H59 0.725 -1.790 -5.674
C32 3.425 1.630 0.317
N6 -0.851 -0.298 2.623
H60 -1.029 5.278 -3.043
H61 4.108 -2.339 1.653
C33 -1.322 -4.877 -2.278
H62 2.910 -5.054 0.952
C34 3.063 -3.997 0.709
H63 0.367 -4.061 4.537
N7 1.404 0.700 0.071
C35 5.670 0.047 1.734
N8 -0.146 -2.210 0.099
C36 0.398 -1.318 4.178
H64 3.400 -3.462 2.812
C37 -1.499 -0.255 3.783
C38 -6.191 -0.660 -0.502
H65 4.281 2.266 0.170
C39 2.230 -1.806 -3.047
Br1 -3.394 -2.582 1.792
H66 2.833 -2.099 -3.912
H67 4.861 -4.427 -0.431
H68 6.041 0.962 1.268
H69 3.767 2.172 -2.492
C40 1.780 0.497 -4.545
O5 -7.514 -0.837 -0.733
H70 4.615 2.300 2.992
C41 -5.444 0.365 -1.068
C42 1.347 -3.625 4.341



Formula: C20H27N4O5
Source: the Open Molecules 2025 dataset
Level of theory: ωB97M-V/def2-TZVPD

Output
Total charge ... -1

Element x y z (Å)
C1 -9.039 2.537 7.882
H1 0.014 -4.523 0.942
C2 -3.475 1.196 -0.385
C3 -3.827 -0.322 1.684
H2 -7.987 2.308 8.062
H3 -4.850 2.385 1.656
O1 -9.795 2.767 3.718
O2 -5.595 0.162 0.148
H4 -5.679 -2.124 0.843
C4 -6.082 -1.354 3.593
N1 -8.744 1.851 5.575
C5 -9.833 3.084 8.896
H5 -4.610 -3.198 1.859
N2 -7.783 1.815 3.393
H6 -11.801 3.802 9.454
C6 -5.177 -0.338 2.954
C7 -9.576 2.319 6.597
O3 -2.176 -2.136 1.621
H7 -4.032 1.981 -0.905
C8 -3.050 -1.419 0.898
H8 -6.706 -4.175 4.013
H9 -7.705 -4.016 2.565
C9 -7.248 -3.463 3.382
H10 -1.177 -2.649 -0.144
H11 -0.836 -4.233 2.462
H12 -9.394 3.281 9.874
N3 -6.879 1.048 3.880
C10 -5.657 -2.905 1.624
H13 -1.811 0.501 1.761
H14 -12.778 3.361 7.199
O4 -3.304 -1.628 -0.287
O5 -6.589 -1.285 4.732
H15 -7.871 1.364 5.782
H16 -4.606 -1.048 2.200
C11 -4.459 0.374 0.443
H17 -2.412 -0.206 3.277
N4 -6.363 -2.476 2.824
C12 -1.561 -3.124 0.763
H18 -2.327 -3.851 0.479
C13 -2.701 0.395 2.407
C14 -11.182 3.382 8.657
H19 0.304 -3.029 1.826
H20 -2.655 1.676 0.166
C15 -10.929 2.630 6.356
C16 -11.727 3.142 7.391
C17 -8.872 2.169 4.254
H21 -3.041 0.554 -1.160
C18 -5.114 2.283 2.725
H22 -11.343 2.492 5.359
H23 -4.228 2.525 3.340
C19 -0.461 -3.758 1.554
H24 -8.018 -2.994 3.989
C20 -5.660 0.943 3.108
H25 -2.966 1.400 2.732
H26 -6.176 -3.801 1.264
H27 -5.896 3.039 2.949



Formula: C7H12O
Source: the Open Molecules 2025 dataset
Level of theory: ωB97M-V/def2-TZVPD

Output
Total charge ... 0

Element x y z (Å)
H1 -0.177 0.358 -2.455
H2 1.496 -1.137 -1.071
C1 -0.867 -0.336 0.462
H3 0.383 0.991 1.791
C2 -0.232 1.119 -1.677
H4 -1.214 1.590 -1.757
C3 -0.086 0.509 -0.334
H5 1.816 -0.724 1.965
C4 -0.402 0.979 1.047
C5 1.900 -1.319 1.055
H6 2.936 -1.667 1.000
H7 1.270 -2.203 1.164
H8 -3.336 0.479 0.509
H9 0.551 1.858 -1.849
C6 -2.642 -0.101 -0.167
H10 -1.142 1.757 1.184
H11 -0.853 -1.364 0.783
H12 2.224 0.309 -0.334
C7 1.536 -0.521 -0.174
O1 -3.159 -0.578 -1.142



Number 1: calculated total energy -6534.998769 hartree, HOMO level -8.019 eV. Number 2: calculated total energy -1373.283539 hartree, HOMO level -1.475 eV. Number 3: calculated total energy -349.005814 hartree, HOMO level -8.309 eV.